(1)
Computed, not measured: a cluster of 6 separate species, C48H74Br2O18 in total, with the ωB97M-V functional and the def2-TZVPD basis.

XYZ file:
```
142
Properties=species:S:1:pos:R:3:mulliken_charge:R:1
C -10.04 3.49 1.12 -1.25
C -9.78 2.19 0.35 -0.27
C -8.32 2.05 -0.07 -0.87
C -7.85 0.59 -0.29 -0.84
C -6.74 0.16 0.67 0.13
C -5.79 -0.83 0.00 -1.57
C -4.89 -1.55 0.96 0.12
C -5.30 -2.75 1.52 -0.47
C -4.52 -3.51 2.38 0.43
C -5.13 -4.82 2.83 -1.75
C -4.72 -5.97 1.91 -0.53
O -5.02 -5.60 0.57 -0.52
C -3.24 -3.05 2.78 0.71
C -2.50 -3.94 3.76 -0.30
Br -0.60 -4.14 3.44 -0.01
C -2.83 -3.70 5.24 -0.48
C -2.25 -2.48 5.91 -1.43
C -2.80 -1.84 2.23 0.85
C -3.61 -1.11 1.32 0.33
C -3.04 0.13 0.75 -0.69
O -3.69 1.11 0.50 -0.62
C -1.60 0.08 0.47 1.18
C -1.07 0.69 -0.65 -1.66
C 0.29 0.58 -0.88 -0.09
C 1.16 -0.10 -0.01 0.22
C 2.63 -0.20 -0.38 1.66
C 3.05 -1.67 -0.65 -1.91
C 3.01 0.65 -1.59 -2.07
C 2.59 0.09 -2.96 -0.06
C 2.12 1.16 -3.95 -1.34
C 0.62 -0.67 1.17 0.52
C 1.47 -1.35 2.22 -0.98
C 2.36 -0.42 3.05 0.06
C 1.63 0.75 3.69 -1.12
Br 3.15 -1.56 4.46 -0.19
C -0.77 -0.60 1.37 -0.11
C -1.49 -1.19 2.54 -0.18
O -1.07 -1.07 3.66 -0.50
H -10.08 3.32 2.19 0.31
H -9.23 4.19 0.94 0.34
H -10.95 3.98 0.81 0.35
H -10.42 2.15 -0.52 0.30
H -10.00 1.35 1.00 0.30
H -7.69 2.50 0.70 0.49
H -8.15 2.63 -0.97 0.27
H -8.72 -0.05 -0.17 0.43
H -7.50 0.49 -1.31 0.45
H -7.17 -0.29 1.55 -0.20
H -6.16 1.03 0.95 0.36
H -6.35 -1.58 -0.56 0.63
H -5.19 -0.27 -0.70 0.57
H -6.27 -3.14 1.25 0.66
H -4.78 -5.07 3.82 0.33
H -6.21 -4.74 2.85 0.17
H -3.65 -6.13 2.01 0.36
H -5.26 -6.88 2.17 0.35
H -4.42 -6.08 -0.02 0.29
H -2.85 -4.93 3.56 0.12
H -2.44 -4.58 5.75 0.49
H -3.91 -3.73 5.33 0.27
H -1.18 -2.41 5.78 0.27
H -2.52 -2.47 6.96 0.49
H -2.67 -1.58 5.48 0.25
H -1.70 1.22 -1.34 0.54
H 0.66 1.03 -1.78 0.52
H 3.25 0.15 0.43 -0.15
H 3.51 -2.11 0.23 0.45
H 3.79 -1.72 -1.44 0.44
H 2.19 -2.28 -0.89 0.37
H 2.57 1.64 -1.47 0.58
H 4.08 0.81 -1.56 0.62
H 1.85 -0.69 -2.86 0.36
H 3.46 -0.40 -3.39 0.31
H 2.28 2.16 -3.56 0.35
H 1.07 1.03 -4.16 0.33
H 2.64 1.09 -4.90 0.28
H 0.86 -1.89 2.92 0.04
H 2.11 -2.08 1.75 0.69
H 3.21 -0.04 2.52 0.33
H 0.59 0.52 3.89 0.15
H 1.71 1.64 3.06 0.29
H 2.09 1.01 4.63 0.46
C 7.24 1.25 2.90 -0.58
O 7.41 2.46 2.15 -0.35
C 6.47 2.66 1.23 0.78
O 5.54 1.93 1.02 -0.49
O 6.73 3.80 0.61 -0.35
C 5.79 4.15 -0.41 -0.62
H 8.05 1.21 3.61 0.21
H 6.29 1.26 3.43 0.26
H 7.28 0.38 2.25 0.28
H 4.80 4.27 0.01 0.28
H 5.77 3.40 -1.20 0.36
H 6.13 5.10 -0.82 0.18
C 5.41 -0.75 -6.54 -0.57
O 4.79 0.40 -7.11 -0.25
C 5.49 0.99 -8.08 0.77
O 6.57 0.63 -8.48 -0.55
O 4.80 2.04 -8.52 -0.33
C 5.45 2.76 -9.57 -0.64
H 4.74 -1.12 -5.77 0.22
H 5.56 -1.52 -7.30 0.31
H 6.37 -0.48 -6.10 0.22
H 5.61 2.13 -10.44 0.29
H 6.40 3.16 -9.23 0.30
H 4.78 3.58 -9.83 0.22
C -11.21 -5.31 3.19 -0.64
O -10.96 -3.95 3.55 -0.36
C -9.68 -3.60 3.53 0.81
O -8.76 -4.32 3.25 -0.57
O -9.58 -2.32 3.88 -0.35
C -8.23 -1.84 3.90 -0.14
H -12.29 -5.44 3.25 0.22
H -10.87 -5.50 2.17 0.30
H -10.72 -5.98 3.88 0.29
H -7.79 -1.93 2.92 -0.16
H -7.64 -2.39 4.63 0.29
H -8.28 -0.79 4.19 0.30
C 2.81 9.63 0.18 -0.62
O 3.83 9.61 1.17 -0.33
C 4.78 8.70 0.96 0.81
O 4.83 7.93 0.04 -0.54
O 5.67 8.78 1.95 -0.32
C 6.75 7.85 1.85 -0.52
H 2.11 10.41 0.48 0.22
H 3.22 9.86 -0.80 0.29
H 2.29 8.67 0.14 0.30
H 7.32 8.02 0.94 0.28
H 6.38 6.83 1.88 0.22
H 7.38 8.03 2.72 0.22
C 9.39 -4.47 -3.61 -0.65
O 8.75 -3.33 -4.18 -0.28
C 9.44 -2.75 -5.17 0.73
O 10.51 -3.11 -5.58 -0.55
O 8.74 -1.71 -5.61 -0.23
C 9.36 -0.99 -6.68 -0.63
H 8.73 -4.83 -2.83 0.21
H 9.54 -5.24 -4.36 0.30
H 10.35 -4.19 -3.17 0.30
H 9.50 -1.63 -7.55 0.32
H 10.32 -0.58 -6.37 0.34
H 8.68 -0.18 -6.94 0.15
```

Calculated values
- E_LUMO (eV) = -0.291
- structure (SMILES) = CCCCCCc1cc(CCO)c([C@@H](Br)CC)c2c1C(=O)c1ccc([C@@H](C)CCC)c(C[C@@H](C)Br)c1C2=O.COC(=O)OC.COC(=O)OC.COC(=O)OC.COC(=O)OC.COC(=O)OC
- total charge = 0
- 2S+1 = 1



(2)
Computed, not measured: a cluster of 14 separate species, C48H82Cl8F2O24 in total, with the ωB97M-V functional and the def2-TZVPD basis.

XYZ file:
```
164
Properties=species:S:1:pos:R:3:mulliken_charge:R:1
C 3.47 -1.95 1.81 0.39
Cl 3.36 -0.37 1.03 0.04
Cl 4.72 -2.90 0.97 -0.20
H 3.72 -1.89 2.85 0.43
H 2.54 -2.46 1.59 -0.71
C -3.56 3.06 0.63 0.66
Cl -4.69 2.04 -0.33 -0.18
Cl -3.68 2.76 2.35 -0.06
H -2.54 2.92 0.32 -0.60
H -3.82 4.09 0.41 0.13
C 4.40 3.12 3.51 -0.09
Cl 2.63 2.96 3.67 -0.07
Cl 4.92 4.68 4.16 -0.19
H 4.82 2.32 4.10 0.36
H 4.63 2.98 2.46 0.01
C -1.14 -6.80 -1.05 0.65
Cl 0.33 -7.82 -1.32 -0.19
Cl -1.60 -6.79 0.64 -0.14
H -0.93 -5.82 -1.47 -0.75
H -1.92 -7.28 -1.64 0.47
C -5.61 5.72 -2.90 -1.07
C -4.26 5.54 -3.60 -0.02
O -4.07 4.16 -3.84 -0.41
C -3.17 3.55 -3.08 0.80
O -2.51 4.06 -2.20 -0.45
O -2.99 2.31 -3.49 -0.43
C -2.15 1.41 -2.79 0.70
H -5.77 6.76 -2.58 0.36
H -5.72 5.00 -2.09 0.22
H -6.47 5.55 -3.54 0.34
H -3.47 6.05 -3.04 0.11
H -4.26 6.10 -4.54 0.33
H -2.24 1.47 -1.71 -0.23
H -1.11 1.56 -3.06 -0.29
H -2.35 0.40 -3.16 -0.12
C 0.33 0.06 -6.54 -0.62
C 0.58 1.39 -5.84 0.13
O 1.80 1.43 -5.14 -0.47
C 1.84 0.94 -3.90 0.24
O 0.90 0.45 -3.32 0.64
O 3.04 1.18 -3.40 -0.44
C 3.33 0.56 -2.15 0.28
H -0.01 -0.73 -5.87 -0.34
H 1.27 -0.25 -6.99 0.35
H -0.39 0.19 -7.34 0.47
H -0.26 1.72 -5.21 -0.05
H 0.65 2.15 -6.62 0.38
H 2.92 -0.44 -2.02 -0.10
H 3.01 1.19 -1.32 -0.48
H 4.40 0.45 -2.06 0.42
C 2.42 -6.09 1.09 -0.46
C 1.78 -6.39 2.44 -0.41
O 0.96 -5.29 2.85 -0.34
C 1.45 -4.32 3.60 0.68
O 2.61 -4.19 3.89 -0.65
O 0.44 -3.52 3.91 -0.24
C 0.72 -2.31 4.63 -0.47
H 2.69 -7.01 0.56 0.41
H 3.38 -5.58 1.19 0.31
H 1.80 -5.55 0.38 -0.24
H 2.50 -6.70 3.19 0.34
H 1.07 -7.19 2.24 0.32
H -0.12 -2.09 5.28 0.32
H 0.74 -1.54 3.86 0.00
H 1.58 -2.21 5.28 0.51
C 0.33 -3.21 -0.77 -0.03
C 0.00 -1.74 -0.80 0.00
O 0.20 -1.24 0.52 0.76
C -0.21 -0.03 0.87 -0.22
O -0.80 0.75 0.16 -0.49
O 0.16 0.19 2.10 0.07
C -0.32 1.35 2.74 1.97
H 1.33 -3.40 -0.38 0.10
H 0.17 -3.71 -1.72 -0.48
H -0.33 -3.72 -0.05 0.13
H -1.05 -1.59 -1.06 0.33
H 0.63 -1.17 -1.48 -0.62
H -0.33 2.28 2.17 -0.43
H 0.30 1.45 3.63 -0.68
H -1.32 1.22 3.15 -0.46
C -1.21 -7.55 -5.89 -1.40
C -1.64 -6.50 -4.88 0.31
O -1.60 -5.17 -5.40 -0.37
C -1.74 -4.23 -4.48 0.87
O -1.97 -4.39 -3.31 -0.59
O -1.71 -3.05 -5.08 -0.36
C -1.85 -1.90 -4.26 -0.28
H -2.01 -7.74 -6.61 0.39
H -1.08 -8.50 -5.37 0.39
H -0.30 -7.25 -6.40 0.25
H -1.17 -6.58 -3.91 -0.16
H -2.71 -6.70 -4.72 0.44
H -1.46 -2.06 -3.26 0.09
H -2.88 -1.56 -4.20 0.47
H -1.30 -1.08 -4.71 -0.04
C -1.60 5.56 5.34 -1.37
C -0.94 5.26 3.99 0.65
O -1.26 6.28 3.06 -0.42
C -1.33 5.99 1.78 0.56
O -1.15 4.89 1.32 -0.18
O -1.79 7.02 1.11 -0.44
C -2.33 6.79 -0.17 -0.59
H -2.65 5.71 5.09 0.37
H -1.29 6.49 5.82 0.36
H -1.50 4.72 6.01 0.27
H -1.40 4.32 3.68 -0.25
H 0.14 5.11 4.08 0.24
H -3.18 6.10 -0.16 0.19
H -1.63 6.32 -0.86 0.25
H -2.59 7.74 -0.64 0.36
C 6.16 3.76 -1.08 -1.02
C 5.44 5.02 -0.67 -0.17
O 4.03 4.99 -0.95 -0.44
C 3.30 4.01 -0.43 0.49
O 3.64 3.21 0.39 -0.34
O 2.09 4.15 -0.96 -0.40
C 1.08 3.21 -0.59 0.40
H 7.22 3.81 -0.82 0.39
H 6.14 3.66 -2.17 0.32
H 5.78 2.84 -0.64 0.21
H 5.82 5.91 -1.17 0.31
H 5.50 5.25 0.40 0.25
H 0.29 3.22 -1.34 -0.01
H 0.69 3.43 0.40 0.20
H 1.51 2.21 -0.55 -0.30
C 2.75 1.92 7.17 -1.46
C 1.61 1.05 6.76 0.27
O 0.39 1.79 6.78 -0.34
C -0.67 1.26 6.23 0.70
O -0.74 0.14 5.77 -0.44
O -1.65 2.16 6.24 -0.31
C -2.92 1.79 5.73 -0.18
H 2.56 2.32 8.17 0.36
H 2.98 2.74 6.48 0.24
H 3.67 1.36 7.30 0.40
H 1.48 0.25 7.50 0.35
H 1.82 0.57 5.80 0.01
H -3.48 1.10 6.36 0.35
H -2.79 1.34 4.74 -0.31
H -3.50 2.70 5.55 0.31
F 2.05 -2.89 -7.25 -0.35
C 2.08 -3.52 -6.07 0.44
C 1.87 -4.87 -5.97 -0.74
C 1.83 -5.45 -4.69 -0.25
C 2.02 -4.67 -3.57 -1.08
C 2.11 -3.27 -3.69 -0.11
C 2.26 -2.72 -4.94 -0.43
H 1.76 -5.43 -6.89 0.43
H 1.70 -6.51 -4.52 0.45
H 2.02 -5.09 -2.57 0.52
H 2.16 -2.67 -2.79 0.44
H 2.43 -1.66 -5.09 0.59
F -5.25 0.05 2.50 -0.37
C -4.35 -0.87 2.89 0.08
C -3.49 -1.43 1.97 -0.08
C -2.48 -2.26 2.44 -0.05
C -2.43 -2.61 3.77 -0.71
C -3.38 -2.12 4.66 -0.78
C -4.22 -1.10 4.25 -0.46
H -3.63 -1.17 0.93 0.41
H -1.84 -2.75 1.71 0.23
H -1.70 -3.33 4.12 0.77
H -3.27 -2.39 5.70 0.33
H -4.99 -0.69 4.90 0.63
```

Calculated values
- E_LUMO (eV) = 0.506
- total charge = 0
- 2S+1 = 1



no.,E_HOMO (Ha),frontier orbital gap (eV)
1,-0.329,8.668
2,-0.327,9.415